[1]
Formula: C6H7BeNO4S
Source: the OMol25 dataset
Level of theory: wB97M-V/def2-TZVPD

```
20
Properties=species:S:1:pos:R:3:nbo_charge:R:1
C 0.06 -1.74 -0.23 -0.642
C 1.47 -0.85 -0.40 0.198
N 1.99 -1.22 -1.81 -0.292
C 2.57 -0.08 -2.37 0.229
S 3.15 1.30 -3.21 0.559
O 1.25 0.60 -0.38 -0.516
C 0.66 1.06 0.89 0.781
O 1.45 1.36 1.97 -0.454
C -0.97 1.28 1.14 -0.525
C -1.85 1.08 -0.24 0.755
O -1.54 1.63 -1.42 -0.418
O -3.02 0.15 -0.17 -0.699
H -0.50 -1.47 0.78 0.201
H -0.64 -1.35 -1.11 0.238
H 0.27 -2.91 -0.34 0.307
H 2.25 -1.22 0.42 0.289
H -1.16 2.41 1.49 0.345
H -1.28 0.52 1.99 0.035
H -2.72 -0.65 -0.70 0.515
Be -1.43 0.10 3.71 1.095
```

E_HOMO, eV: -16.164
E_LUMO, eV: -13.83
Charge: +2
E_tot, eV: -27220.0145

---

[2]
Formula: C6H7BiNO4
Source: the OMol25 dataset
Level of theory: wB97M-V/def2-TZVPD

```
19
Properties=species:S:1:pos:R:3:nbo_charge:R:1
Bi 0.00 0.11 1.37 1.554
O -0.01 3.77 0.57 -0.230
C 0.00 2.63 0.68 0.457
C 0.00 -2.16 0.54 0.461
O 0.01 -3.30 0.33 -0.185
C 2.29 0.20 0.42 0.464
O 3.41 0.10 0.17 -0.203
C -2.30 0.19 0.42 0.465
O -3.41 0.08 0.16 -0.204
C 0.00 0.81 -3.59 -0.354
H -0.94 1.39 -3.60 0.218
H 0.93 1.39 -3.60 0.218
C 0.00 -0.53 -3.59 -0.354
H 0.94 -1.10 -3.55 0.214
H -0.94 -1.10 -3.55 0.214
N 0.00 -0.55 3.95 -1.065
H 0.84 -1.10 4.17 0.441
H -0.82 -1.12 4.17 0.441
H -0.01 0.27 4.56 0.448
```

E_HOMO (alpha / beta), eV: -19.145 / -19.015
ΔE to the lowest compared entry with this formula, charge and spin, kJ/mol: 13.2
E_LUMO (alpha / beta), eV: -15.06 / -15.10
Charge: +3
E_tot, eV: -21817.3742

---

[3]
Formula: C6H7BrN2O3
Source: the OMol25 dataset
Level of theory: wB97M-V/def2-TZVPD

```
19
Properties=species:S:1:pos:R:3:nbo_charge:R:1
C -1.80 0.20 0.10 -0.133
C -1.27 1.35 0.74 -0.117
C -1.07 -0.63 -0.70 0.068
C 0.39 -0.54 -0.77 -0.565
C 0.93 -0.06 0.52 0.143
C 2.31 0.35 0.44 -0.736
N -0.03 1.47 1.10 0.190
N -1.66 -1.60 -1.50 0.496
O 0.65 2.28 1.68 -0.397
O -2.89 -1.74 -1.47 -0.384
O -0.89 -2.26 -2.21 -0.390
Br 0.42 -1.24 2.02 0.033
H -2.83 -0.08 0.03 0.268
H -1.88 2.26 1.14 0.231
H 0.66 -1.52 -1.07 0.289
H 0.78 0.18 -1.43 0.240
H 3.10 -0.11 1.17 0.259
H 2.41 1.50 0.71 0.279
H 2.68 0.22 -0.50 0.227
```

E_HOMO (alpha / beta), eV: -9.289 / -9.290
ΔE to the lowest compared entry with this formula, charge and spin, kJ/mol: 545.8
E_LUMO (alpha / beta), eV: -1.46 / -1.46
E_tot, eV: -85493.6962

---

[4]
Formula: C6H7BrN4O
Source: the OMol25 dataset
Level of theory: wB97M-V/def2-TZVPD

```
19
Properties=species:S:1:pos:R:3:nbo_charge:R:1
C -2.35 2.40 0.10 0.147
C -1.20 0.76 0.66 0.459
C 0.27 -0.96 1.58 0.416
C -0.15 0.31 -1.66 -0.329
C 1.22 0.17 -1.08 0.198
C 0.94 -2.14 1.84 -0.748
N -2.15 1.60 1.09 -0.472
N -1.67 2.11 -0.98 -0.298
N -0.73 -0.30 1.38 -0.437
N -0.92 1.05 -0.64 -0.176
O 1.71 -1.21 -0.95 -0.722
Br 2.62 1.46 -1.41 0.044
H -3.06 3.10 0.00 0.188
H -0.07 0.73 -2.68 0.257
H -0.54 -0.61 -1.81 0.229
H 1.51 -2.11 2.72 0.260
H 1.58 -2.16 0.96 0.282
H 0.36 -3.08 1.70 0.216
H 2.64 -1.13 -0.82 0.486
```

E_HOMO (alpha / beta), eV: -8.304 / -6.415
ΔE to the lowest compared entry with this formula, charge and spin, kJ/mol: 512.8
E_LUMO (alpha / beta), eV: 0.22 / -0.17
E_tot, eV: -84380.2594

---

Copy entry 4 word for word.
Formula: C6H7BrN4O
Source: the OMol25 dataset
Level of theory: wB97M-V/def2-TZVPD

```
19
Properties=species:S:1:pos:R:3:nbo_charge:R:1
C -2.35 2.40 0.10 0.147
C -1.20 0.76 0.66 0.459
C 0.27 -0.96 1.58 0.416
C -0.15 0.31 -1.66 -0.329
C 1.22 0.17 -1.08 0.198
C 0.94 -2.14 1.84 -0.748
N -2.15 1.60 1.09 -0.472
N -1.67 2.11 -0.98 -0.298
N -0.73 -0.30 1.38 -0.437
N -0.92 1.05 -0.64 -0.176
O 1.71 -1.21 -0.95 -0.722
Br 2.62 1.46 -1.41 0.044
H -3.06 3.10 0.00 0.188
H -0.07 0.73 -2.68 0.257
H -0.54 -0.61 -1.81 0.229
H 1.51 -2.11 2.72 0.260
H 1.58 -2.16 0.96 0.282
H 0.36 -3.08 1.70 0.216
H 2.64 -1.13 -0.82 0.486
```

E_HOMO (alpha / beta), eV: -8.304 / -6.415
ΔE to the lowest compared entry with this formula, charge and spin, kJ/mol: 512.8
E_LUMO (alpha / beta), eV: 0.22 / -0.17
E_tot, eV: -84380.2594